1.
{
  "formula": "C40H54N4O4PS4SiTl",
  "method": "ωB97M-V with the def2-TZVPD basis set",
  "elements": ["Tl", "S", "C", "C", "C", "C", "N", "C", "C", "C", "S", "C", "N", "H", "H", "N", "C", "C", "C", "N", "H", "H", "H", "H", "C", "P", "C", "C", "C", "C", "C", "C", "C", "C", "C", "C", "C", "C", "H", "H", "H", "H", "H", "H", "H", "H", "H", "H", "H", "H", "H", "O", "S", "C", "C", "C", "C", "H", "H", "H", "H", "H", "H", "H", "H", "C", "C", "C", "C", "O", "Si", "S", "O", "C", "C", "C", "C", "O", "C", "C", "C", "C", "H", "H", "H", "H", "H", "H", "H", "H", "H", "H", "H", "H", "H", "H", "H", "H", "H", "H", "H", "H", "H", "H", "H", "H", "H", "H", "H"],
  "xyz": [[-0.992, -1.271, 0.129], [-0.105, -4.231, 0.198], [0.605, -4.021, -1.392], [1.913, -4.470, -1.589], [2.587, -4.355, -2.800], [3.924, -4.853, -2.915], [4.998, -5.264, -2.982], [1.919, -3.762, -3.881], [0.617, -3.317, -3.709], [-0.083, -3.424, -2.495], [-1.715, -2.837, -2.431], [2.553, -3.613, -5.160], [3.051, -3.502, -6.192], [2.421, -4.940, -0.755], [0.102, -2.861, -4.544], [2.153, -2.448, 1.559], [3.459, -2.274, 1.822], [3.591, -1.017, 2.376], [2.280, -0.508, 2.396], [1.421, -1.384, 1.901], [1.649, -3.237, 1.120], [4.185, -3.030, 1.577], [4.500, -0.529, 2.683], [1.927, 0.464, 2.702], [-3.745, -3.526, 1.476], [-2.804, -2.479, 2.645], [-4.125, -1.754, 3.687], [-5.454, -1.677, 3.281], [-6.407, -1.050, 4.075], [-6.046, -0.490, 5.291], [-4.721, -0.555, 5.705], [-3.773, -1.174, 4.908], [-2.141, -3.757, 3.784], [-0.783, -4.048, 3.691], [-0.218, -5.044, 4.479], [-1.003, -5.746, 5.380], [-2.359, -5.455, 5.489], [-2.922, -4.471, 4.692], [-4.429, -4.213, 1.980], [-3.011, -4.088, 0.893], [-4.287, -2.882, 0.785], [-5.750, -2.094, 2.328], [-7.435, -0.999, 3.737], [-6.787, 0.004, 5.908], [-4.425, -0.116, 6.650], [-2.740, -1.209, 5.236], [-0.165, -3.496, 2.992], [0.837, -5.264, 4.380], [-0.562, -6.519, 5.998], [-2.977, -6.001, 6.192], [-3.980, -4.248, 4.781], [-3.978, -0.247, 0.631], [-4.672, 0.075, -0.658], [-4.934, 1.891, -0.696], [-4.005, 2.487, -1.751], [-3.858, 1.400, -2.815], [-3.480, 0.162, -2.022], [-4.740, 2.217, 0.326], [-5.985, 2.060, -0.934], [-3.021, 2.682, -1.318], [-4.397, 3.425, -2.148], [-3.087, 1.630, -3.548], [-4.801, 1.254, -3.355], [-2.500, 0.322, -1.563], [-3.474, -0.781, -2.566], [4.725, 4.097, -0.641], [3.731, 3.841, 0.492], [4.053, 2.536, 1.214], [3.766, 5.003, 1.483], [2.406, 3.812, -0.006], [1.639, 2.853, -1.132], [-0.082, 2.025, -0.416], [1.506, 3.864, -2.457], [0.584, 4.910, -2.711], [-0.723, 4.317, -3.226], [0.332, 5.745, -1.455], [1.226, 5.781, -3.790], [2.825, 1.805, -1.632], [2.740, 0.516, -2.251], [4.079, 0.315, -2.953], [2.553, -0.545, -1.177], [1.608, 0.477, -3.271], [5.746, 4.164, -0.253], [4.479, 5.036, -1.143], [4.676, 3.291, -1.371], [5.029, 2.600, 1.706], [4.061, 1.700, 0.516], [3.291, 2.339, 1.969], [4.757, 5.110, 1.933], [3.034, 4.834, 2.273], [3.510, 5.933, 0.970], [-1.119, 3.640, -2.471], [-0.539, 3.747, -4.140], [-1.457, 5.101, -3.439], [-0.166, 5.144, -0.693], [-0.291, 6.613, -1.690], [1.282, 6.092, -1.045], [1.463, 5.170, -4.662], [2.153, 6.218, -3.414], [0.553, 6.587, -4.094], [4.893, 0.403, -2.230], [4.217, 1.074, -3.725], [4.130, -0.673, -3.418], [3.396, -0.534, -0.481], [2.478, -1.539, -1.624], [1.648, -0.333, -0.613], [1.715, 1.306, -3.975], [0.637, 0.553, -2.779], [1.642, -0.464, -3.823]],
  "forces_ev_per_angstrom": [[0.086, 0.019, 0.001], [-0.046, 0.021, 0.009], [-0.004, -0.003, 0.022], [0.014, -0.014, 0.021], [0.016, -0.011, -0.012], [0.006, 0.027, 0.000], [-0.012, -0.007, -0.003], [-0.021, 0.046, -0.026], [-0.014, 0.025, -0.014], [0.017, -0.044, -0.044], [0.018, -0.028, 0.107], [0.040, -0.047, 0.019], [-0.018, 0.013, 0.004], [0.004, -0.002, -0.006], [0.018, 0.011, 0.001], [-0.020, -0.061, 0.007], [0.019, 0.001, 0.000], [-0.001, -0.015, -0.005], [0.022, 0.040, -0.060], [-0.031, -0.043, 0.094], [0.019, 0.038, 0.026], [0.005, -0.004, 0.006], [0.001, 0.006, 0.009], [-0.002, -0.010, 0.035], [0.028, -0.060, -0.015], [0.015, 0.116, -0.041], [-0.026, -0.053, 0.002], [-0.002, 0.020, -0.004], [0.007, -0.013, -0.009], [-0.001, 0.014, 0.010], [-0.019, 0.006, 0.022], [0.021, -0.013, 0.006], [-0.042, -0.036, 0.017], [0.045, 0.014, 0.010], [0.010, -0.006, 0.006], [0.004, 0.014, -0.010], [0.004, -0.021, 0.010], [-0.016, -0.006, 0.005], [-0.007, 0.011, -0.006], [-0.005, -0.007, 0.000], [0.000, 0.016, 0.000], [0.003, -0.003, -0.007], [0.002, 0.008, 0.000], [-0.002, -0.010, 0.004], [0.003, 0.009, -0.005], [0.004, -0.008, -0.011], [-0.018, 0.002, -0.004], [-0.002, -0.007, 0.009], [-0.003, -0.004, 0.000], [0.006, 0.002, -0.002], [0.000, 0.005, -0.010], [0.036, -0.077, -0.173], [-0.142, 0.004, 0.084], [0.018, 0.057, 0.033], [0.035, -0.001, 0.013], [-0.055, 0.045, -0.010], [0.077, -0.017, 0.037], [0.009, 0.022, -0.016], [-0.004, -0.019, 0.010], [-0.009, 0.013, 0.019], [-0.001, -0.016, -0.009], [0.078, 0.036, -0.024], [0.011, -0.004, 0.000], [-0.002, -0.033, 0.001], [0.002, 0.065, 0.010], [0.017, 0.006, 0.015], [-0.094, 0.021, -0.066], [0.054, -0.021, 0.027], [0.004, -0.005, 0.013], [0.094, -0.001, 0.148], [0.110, -0.176, 0.010], [-0.136, 0.168, -0.002], [-0.127, 0.015, -0.158], [0.080, 0.020, 0.033], [-0.047, -0.009, -0.061], [0.015, 0.009, -0.021], [0.024, 0.005, -0.001], [-0.045, 0.028, 0.066], [0.080, 0.150, -0.080], [0.000, -0.016, -0.035], [0.014, 0.012, -0.032], [-0.030, -0.103, -0.026], [-0.006, 0.011, 0.018], [-0.007, -0.003, -0.003], [-0.012, -0.019, -0.015], [0.004, -0.009, -0.006], [-0.014, 0.012, -0.022], [-0.010, 0.026, 0.015], [0.011, -0.010, -0.008], [-0.006, 0.000, -0.001], [-0.008, 0.004, -0.001], [-0.063, -0.069, 0.031], [0.006, 0.001, 0.016], [0.019, 0.010, 0.004], [0.005, -0.020, 0.018], [-0.023, -0.026, -0.016], [-0.003, -0.003, 0.006], [-0.001, -0.005, 0.003], [0.009, -0.010, 0.004], [-0.012, 0.002, 0.007], [0.003, 0.001, 0.010], [-0.005, 0.008, 0.003], [-0.012, -0.001, 0.006], [-0.025, -0.003, -0.028], [-0.016, -0.054, -0.022], [-0.050, 0.023, 0.028], [-0.001, 0.014, 0.002], [0.035, 0.027, 0.000], [-0.010, -0.032, -0.022]],
  "homo_energy_ev": -1.78,
  "orbital_gap_ev": 5.481,
  "lumo_energy_ev": 3.699,
  "charge": -2,
  "energy_ev": -121716.456,
  "multiplicity": 1
}


2.
{
  "formula": "C40H54N8O3P2SeTi",
  "method": "ωB97M-V with the def2-TZVPD basis set",
  "elements": ["Ti", "C", "C", "C", "P", "C", "C", "C", "C", "C", "C", "C", "C", "C", "N", "C", "C", "C", "C", "C", "C", "P", "C", "C", "C", "C", "C", "C", "H", "H", "H", "H", "H", "H", "H", "H", "H", "H", "H", "H", "H", "H", "H", "H", "H", "H", "H", "H", "H", "H", "H", "H", "H", "H", "H", "H", "H", "H", "H", "H", "H", "H", "H", "H", "N", "C", "C", "C", "N", "H", "H", "H", "H", "C", "C", "C", "C", "C", "C", "O", "N", "C", "O", "N", "C", "O", "H", "H", "H", "H", "H", "H", "H", "H", "H", "H", "H", "Se", "N", "C", "C", "C", "C", "N", "C", "N", "H", "H", "H"],
  "xyz": [[0.082, -0.297, -0.062], [2.095, 2.147, 4.493], [1.963, 0.885, 3.637], [1.180, -0.172, 4.408], [1.269, 1.176, 1.941], [2.506, 2.319, 1.115], [3.948, 1.952, 1.477], [2.333, 3.832, 1.217], [-0.321, 2.020, 2.194], [-0.434, 3.299, 2.760], [-1.643, 3.951, 2.856], [-2.779, 3.324, 2.350], [-2.698, 2.063, 1.807], [-1.484, 1.358, 1.757], [-1.434, 0.055, 1.208], [-2.530, -0.795, 1.426], [-3.385, -0.634, 2.531], [-4.411, -1.522, 2.783], [-4.639, -2.610, 1.947], [-3.801, -2.789, 0.864], [-2.754, -1.909, 0.586], [-1.564, -2.154, -0.759], [-2.488, -2.051, -2.369], [-2.571, -0.644, -2.936], [-3.885, -2.670, -2.350], [-0.905, -3.920, -0.713], [-1.117, -4.689, 0.604], [-1.304, -4.828, -1.884], [2.712, 1.924, 5.366], [1.118, 2.467, 4.855], [2.552, 2.985, 3.970], [2.967, 0.490, 3.447], [0.114, 0.067, 4.436], [1.537, -0.211, 5.438], [1.295, -1.162, 3.973], [2.385, 2.049, 0.062], [4.204, 2.245, 2.496], [4.621, 2.486, 0.804], [4.165, 0.891, 1.364], [2.612, 4.214, 2.200], [1.317, 4.156, 1.009], [2.992, 4.312, 0.490], [0.454, 3.791, 3.122], [-1.702, 4.937, 3.294], [-3.735, 3.831, 2.368], [-3.581, 1.610, 1.384], [-3.220, 0.180, 3.222], [-5.036, -1.368, 3.653], [-5.439, -3.308, 2.148], [-3.946, -3.646, 0.219], [-1.851, -2.632, -3.040], [-3.220, -0.012, -2.331], [-2.986, -0.694, -3.945], [-1.589, -0.180, -2.997], [-4.546, -2.108, -1.691], [-3.899, -3.712, -2.038], [-4.306, -2.621, -3.357], [0.168, -3.735, -0.833], [-1.905, -4.279, 1.232], [-0.210, -4.719, 1.203], [-1.390, -5.721, 0.381], [-2.345, -5.143, -1.815], [-0.693, -5.731, -1.823], [-1.131, -4.400, -2.868], [1.427, -2.975, 1.898], [1.408, -3.808, 2.953], [0.240, -3.557, 3.636], [-0.390, -2.549, 2.892], [0.339, -2.191, 1.842], [2.120, -2.901, 1.168], [2.214, -4.500, 3.129], [-0.106, -4.030, 4.535], [-1.326, -2.058, 3.086], [1.073, 4.992, -1.892], [1.713, 3.982, -2.831], [0.789, 2.805, -3.224], [1.303, 2.140, -4.508], [0.374, 1.052, -5.013], [-0.588, 3.365, -3.495], [-0.825, 4.115, -4.416], [-1.563, 2.992, -2.612], [-1.493, 2.027, -1.603], [-2.514, 1.743, -1.017], [-0.283, 1.417, -1.370], [0.814, 1.773, -2.093], [1.881, 1.222, -1.828], [1.819, 5.688, -1.509], [0.607, 4.508, -1.032], [0.305, 5.573, -2.402], [2.609, 3.543, -2.385], [2.021, 4.478, -3.754], [2.294, 1.738, -4.291], [1.414, 2.925, -5.258], [0.223, 0.284, -4.255], [0.792, 0.559, -5.890], [-0.599, 1.460, -5.293], [-2.491, 3.357, -2.774], [1.148, -2.580, -4.133], [2.886, -2.801, -3.720], [3.060, -2.330, -2.494], [4.274, -2.289, -1.791], [4.267, -1.742, -0.509], [3.096, -1.277, 0.049], [1.884, -1.330, -0.560], [1.864, -1.806, -1.836], [0.754, -1.799, -2.540], [5.176, -2.656, -2.257], [5.180, -1.664, 0.065], [3.092, -0.845, 1.044]],
  "forces_ev_per_angstrom": [[0.415, -0.284, 0.398], [-0.004, -0.018, 0.018], [0.136, 0.000, 0.023], [0.009, -0.046, -0.061], [-0.142, 0.058, -0.322], [-0.053, 0.085, -0.062], [0.039, -0.071, 0.039], [-0.065, 0.013, 0.101], [0.029, 0.109, 0.079], [0.032, -0.019, -0.047], [-0.006, -0.017, -0.005], [-0.002, -0.009, 0.012], [0.015, 0.090, 0.028], [-0.050, -0.128, -0.171], [-0.312, 0.172, 0.244], [0.144, 0.185, -0.140], [-0.018, -0.192, 0.086], [-0.013, -0.001, -0.002], [0.025, 0.018, -0.002], [-0.015, -0.008, -0.008], [-0.034, -0.005, 0.028], [-0.144, 0.198, -0.081], [-0.018, -0.208, -0.043], [-0.039, 0.077, 0.035], [0.008, 0.036, -0.031], [0.134, -0.033, -0.038], [-0.036, 0.028, 0.040], [-0.002, 0.008, -0.007], [-0.009, -0.008, 0.013], [-0.013, -0.005, -0.006], [0.041, -0.001, -0.046], [-0.051, 0.027, -0.005], [-0.038, 0.013, -0.011], [0.016, -0.005, 0.029], [0.027, 0.079, 0.038], [-0.050, 0.027, 0.085], [-0.021, 0.028, 0.033], [0.013, 0.016, -0.012], [-0.021, 0.012, -0.009], [0.003, 0.001, 0.049], [-0.035, -0.014, -0.035], [0.016, -0.003, -0.024], [0.057, 0.051, 0.005], [0.005, 0.023, 0.014], [-0.014, 0.022, -0.009], [-0.002, -0.011, -0.027], [0.014, -0.002, 0.007], [-0.011, 0.001, 0.017], [-0.023, -0.007, -0.003], [-0.016, -0.019, 0.002], [-0.049, 0.054, 0.030], [0.016, 0.004, -0.004], [-0.011, 0.013, -0.022], [0.033, -0.010, 0.004], [-0.013, 0.019, 0.017], [0.023, -0.041, 0.020], [-0.007, -0.015, -0.017], [-0.056, -0.005, 0.050], [0.027, 0.006, -0.015], [-0.029, -0.005, -0.027], [-0.002, -0.041, -0.004], [-0.031, 0.014, -0.002], [0.005, -0.021, 0.002], [0.040, 0.017, 0.048], [-0.071, -0.042, 0.006], [0.048, 0.051, 0.019], [0.040, -0.017, -0.085], [0.042, 0.084, -0.016], [-0.028, -0.070, -0.224], [0.003, 0.016, 0.012], [0.010, -0.021, 0.027], [-0.033, -0.030, 0.036], [-0.048, -0.007, 0.037], [0.008, 0.043, 0.098], [0.117, -0.062, -0.059], [-0.064, 0.044, 0.163], [0.116, 0.069, -0.013], [-0.031, -0.101, -0.090], [0.042, 0.002, -0.035], [0.021, 0.034, 0.000], [-0.134, 0.021, 0.058], [-0.004, -0.187, -0.141], [-0.083, 0.080, 0.119], [-0.045, 0.167, -0.104], [0.139, -0.154, 0.043], [-0.041, 0.008, -0.002], [0.001, 0.021, -0.002], [-0.012, -0.037, 0.027], [-0.022, 0.011, -0.019], [-0.023, 0.014, -0.033], [-0.036, 0.022, 0.027], [-0.013, -0.014, -0.010], [-0.027, -0.032, 0.015], [-0.005, -0.056, 0.040], [0.002, -0.006, -0.016], [0.010, -0.004, 0.000], [0.016, 0.009, 0.006], [0.143, 0.112, 0.084], [-0.038, -0.062, -0.045], [-0.120, -0.058, -0.053], [0.026, 0.008, -0.002], [-0.013, 0.015, 0.034], [0.023, 0.071, 0.192], [0.227, -0.127, -0.273], [0.065, 0.067, -0.083], [-0.116, -0.043, 0.044], [0.024, -0.014, -0.002], [0.018, -0.007, -0.006], [-0.005, -0.070, -0.071]],
  "homo_energy_ev": [-6.09, -7.36],
  "orbital_gap_ev": [6.350, 6.932],
  "lumo_energy_ev": [0.260, -0.429],
  "energy_ev": -167463.120,
  "multiplicity": 3,
  "s_squared": 2.0410
}